The following is a quantum chemistry calculation of one molecule with the formula C26H31ClN4O3, from the Open Molecules 2025 dataset.

The relative energy (zero: lowest compared OMol25 entry of this formula, charge and spin) comes out at 0.097 eV. As for the maximum force: 0.75 eV Å⁻¹. The molecular weight comes out at 483.012 u. As for the SMILES: CCc1ccc2[nH]c(=O)c(CN(CCCN3CCOCC3)C(=O)Nc3cccc(Cl)c3)cc2c1.

XYZ file:
```
65
Properties=species:S:1:pos:R:3:forces:R:3:mulliken_charge:R:1
C 4.428613 -4.297005 0.372214 -0.06 -0.18 -0.12 -0.72
C 3.160971 -5.063267 -0.010928 0.17 0.16 0.10 -1.06
C 1.959060 -4.432558 0.629033 -0.06 -0.11 -0.18 0.31
C 1.629602 -4.737477 1.954396 -0.14 0.14 -0.06 -0.71
C 0.570605 -4.129604 2.588074 -0.02 0.02 0.02 -0.85
C -0.197033 -3.185086 1.905638 0.44 -0.15 -0.59 -0.07
N -1.251911 -2.549531 2.502314 -0.17 0.02 0.40 -0.01
C -2.024590 -1.562013 1.936835 0.15 -0.28 0.07 0.06
O -2.948413 -1.069848 2.561196 -0.23 0.21 0.06 -0.73
C -1.657348 -1.205409 0.566427 0.04 -0.14 -0.46 0.41
C -2.376142 -0.005534 0.002623 0.18 -0.22 0.13 -1.55
N -1.953550 1.186887 0.715560 -0.03 -0.28 0.35 0.68
C -2.952825 1.914902 1.467909 -0.35 0.33 0.03 -1.13
C -3.803291 2.803397 0.558226 0.38 0.12 0.10 -0.68
C -2.963805 3.882904 -0.127675 -0.24 -0.12 0.06 -1.13
N -2.090383 3.345334 -1.161227 0.08 0.17 -0.20 0.69
C -0.938905 4.203893 -1.394070 0.19 -0.11 -0.24 -0.96
C -0.025404 3.577446 -2.446299 0.09 0.22 0.30 -0.15
O -0.707607 3.320054 -3.653515 -0.02 0.09 -0.15 -0.46
C -1.826233 2.501567 -3.425734 -0.37 0.01 0.02 -0.45
C -2.786549 3.130103 -2.417170 0.23 -0.17 -0.17 -0.76
C -0.651387 1.557109 0.843217 -0.06 -0.26 -0.34 -0.19
O -0.257170 2.364260 1.658919 0.28 0.33 0.30 -0.70
N 0.193328 0.935461 -0.071103 -0.37 0.20 -0.39 0.76
C 1.527089 0.610536 0.083252 0.41 -0.05 0.15 0.30
C 2.233766 0.861323 1.258512 -0.14 0.11 0.15 -0.76
C 3.544746 0.445276 1.375442 0.00 -0.09 -0.13 -0.70
C 4.182742 -0.224799 0.343734 0.11 -0.06 -0.08 -0.53
C 3.477314 -0.458467 -0.823667 -0.05 0.10 0.22 -0.08
Cl 4.239340 -1.295966 -2.135789 0.06 -0.09 -0.15 -0.20
C 2.166925 -0.048062 -0.968055 -0.05 0.07 0.03 -0.19
C -0.676082 -1.873920 -0.077695 -0.53 0.16 0.25 0.25
C 0.109296 -2.874762 0.568189 0.08 -0.27 0.45 0.72
C 1.193190 -3.508245 -0.048778 -0.06 -0.10 0.28 -0.42
H 5.301492 -4.757748 -0.083693 0.15 0.01 -0.01 0.38
H 4.560014 -4.292751 1.451932 0.05 0.02 0.11 0.34
H 4.360250 -3.267265 0.031907 0.03 0.12 -0.01 -0.03
H 3.051307 -5.053679 -1.096379 -0.03 -0.09 -0.01 0.36
H 3.252806 -6.101199 0.315977 -0.04 -0.03 -0.09 0.39
H 2.222281 -5.465260 2.488963 0.06 -0.09 0.08 0.43
H 0.329343 -4.372338 3.612728 -0.02 -0.04 0.12 0.39
H -1.484759 -2.793332 3.458172 -0.05 0.12 -0.17 0.23
H -3.447057 -0.118111 0.182310 0.06 0.06 -0.10 0.71
H -2.218031 0.083593 -1.079198 -0.05 -0.05 0.00 0.22
H -3.577275 1.202016 2.013024 0.12 0.04 -0.04 0.32
H -2.417104 2.533061 2.190663 -0.13 -0.10 -0.02 0.53
H -4.564036 3.291197 1.169330 -0.11 -0.03 -0.02 0.48
H -4.314520 2.192684 -0.187362 -0.15 -0.02 -0.03 0.29
H -2.331111 4.351351 0.629006 -0.02 0.07 0.00 0.47
H -3.629224 4.660736 -0.542176 0.11 0.03 0.02 0.47
H -0.385068 4.305162 -0.458931 0.02 0.05 0.00 0.45
H -1.249898 5.206184 -1.739649 0.03 -0.01 0.04 0.43
H 0.789335 4.258435 -2.697282 -0.01 -0.06 0.08 0.37
H 0.397329 2.643264 -2.049496 0.00 0.08 -0.03 -0.06
H -2.313652 2.370332 -4.393795 0.00 -0.06 0.09 0.40
H -1.498760 1.517785 -3.049957 -0.04 0.01 -0.03 0.06
H -3.632031 2.458973 -2.255075 -0.04 0.01 -0.05 0.38
H -3.168468 4.080344 -2.834448 -0.02 -0.05 0.04 0.35
H -0.232789 0.615770 -0.926191 -0.01 0.03 0.14 -0.04
H 1.745621 1.385260 2.062948 -0.02 0.04 0.05 0.53
H 4.083678 0.641675 2.289682 0.04 0.02 0.09 0.41
H 5.204931 -0.553335 0.440727 0.09 -0.04 -0.03 0.48
H 1.644230 -0.238590 -1.893862 -0.06 -0.03 -0.12 0.49
H -0.439716 -1.649290 -1.109233 0.03 0.12 -0.13 0.40
H 1.432921 -3.253824 -1.070649 0.05 0.05 -0.17 0.36
```
Positions in Å, forces in eV/Å.